(1)
ORCA calculation (the ωB97M-V functional and the def2-TZVPD basis) on a structure of composition C32H43BrN2P2Zr.

Calculated values
- HOMO (spin up / spin down): -18.3 / -18.3 eV
- Orbital gap (spin up / spin down): 3.23 / 3.24 eV
- LUMO level (spin up / spin down): -0.552 / -0.552 Ha
- Charge: +4
- Energy relative to the best compared isomer or geometry (same formula, charge and spin): 4.425 eV
- Spin multiplicity: 1

XYZ file:
```
81
C32H43BrN2P2Zr the ωB97M-V functional and the def2-TZVPD basis
C -0.55 -6.26 -3.92
C -0.57 -4.84 -4.14
C -0.78 -4.44 -5.48
C -0.66 -5.36 -6.54
N -0.49 -6.66 -6.30
C -0.46 -7.12 -5.04
C -0.34 -3.72 -3.20
C -0.08 -2.68 -2.58
C 0.60 -1.64 -1.93
C 0.22 -1.35 -0.53
C 1.43 -1.67 0.31
C 2.63 -0.98 -0.21
C 2.86 -0.79 -1.56
C 1.80 -1.12 -2.41
Zr 0.67 0.38 0.82
P -1.85 0.76 1.49
H -0.96 -3.40 -5.73
H -0.59 -6.72 -2.94
H -0.69 -5.01 -7.59
H -0.34 -8.23 -4.93
H 1.98 -1.02 -3.50
H -0.86 -1.52 -0.31
H 3.87 -0.42 -1.82
H 1.50 -2.39 1.09
C -1.80 2.37 2.50
C -2.94 3.37 2.23
H -0.86 2.83 2.20
H -1.71 2.10 3.56
H -2.90 4.18 2.97
H -2.78 3.83 1.24
H -3.96 2.95 2.25
C -2.58 1.17 -0.17
C -3.47 0.11 -0.81
H -1.65 1.11 -0.78
H -2.92 2.21 -0.31
H -3.62 0.37 -1.87
H -2.93 -0.83 -0.80
H -4.45 -0.03 -0.37
C -3.16 -0.21 2.33
C -4.43 0.53 2.75
H -2.65 -0.66 3.19
H -3.41 -1.04 1.66
H -5.18 -0.14 3.17
H -4.22 1.29 3.51
H -4.90 1.03 1.89
Br 3.74 0.15 1.24
P 1.27 3.22 -1.86
C -0.30 3.38 -1.04
C -0.96 4.73 -1.35
H -0.14 3.21 0.04
H -0.90 2.55 -1.44
H -2.05 4.65 -1.22
H -0.57 5.53 -0.71
H -0.75 4.99 -2.39
C 2.68 3.38 -0.73
C 3.76 4.19 -1.48
H 3.00 2.42 -0.32
H 2.27 3.94 0.12
H 4.60 4.40 -0.80
H 4.13 3.68 -2.38
H 3.32 5.15 -1.82
C 1.33 1.72 -2.86
C 1.19 1.99 -4.37
H 0.56 1.03 -2.50
H 2.29 1.23 -2.61
H 1.43 1.10 -4.96
H 0.17 2.31 -4.58
H 1.86 2.81 -4.65
N 0.93 -0.37 2.80
C 1.31 -0.77 3.86
C 1.71 -1.35 5.09
C 3.06 -1.71 5.36
C 3.46 -1.99 6.67
C 2.54 -2.11 7.72
C 1.18 -1.96 7.41
C 0.75 -1.67 6.10
H 3.77 -1.81 4.55
H 4.52 -2.15 6.89
H 2.87 -2.35 8.75
H 0.46 -2.09 8.21
H -0.31 -1.77 5.87
```

(2)
ORCA calculation (the ωB97M-V functional and the def2-TZVPD basis) on a structure of composition C32H43Cl2MnN2OP3.

Calculated values
- HOMO (spin up / spin down): -13.4 / -13.1 eV
- Orbital gap (spin up / spin down): 8.21 / 7.20 eV
- ⟨S²⟩: 4.1896
- LUMO level (spin up / spin down): -0.190 / -0.215 Ha
- Charge: +2
- Spin multiplicity: 4

XYZ file:
```
84
C32H43Cl2MnN2OP3 the ωB97M-V functional and the def2-TZVPD basis
P -2.24 -0.20 -2.06
C -3.81 0.69 -2.10
C -4.13 1.51 -3.20
H -3.35 1.78 -3.91
C -5.45 1.94 -3.38
H -5.70 2.51 -4.28
C -6.43 1.62 -2.44
H -7.46 1.93 -2.61
C -6.09 0.87 -1.30
H -6.86 0.63 -0.57
C -4.78 0.42 -1.12
H -4.52 -0.16 -0.23
C -1.16 0.56 -3.29
C -0.57 1.79 -3.00
H -0.62 2.19 -1.98
C 0.06 2.52 -4.01
H 0.48 3.50 -3.78
C 0.14 2.01 -5.31
H 0.60 2.60 -6.10
C -0.40 0.75 -5.59
H -0.35 0.35 -6.60
C -1.03 0.02 -4.59
H -1.45 -0.97 -4.80
C -2.59 -1.89 -2.61
C -3.76 -2.15 -3.35
H -4.54 -1.39 -3.42
C -3.91 -3.37 -4.00
H -4.79 -3.54 -4.63
C -2.94 -4.36 -3.87
H -3.04 -5.31 -4.42
C -1.83 -4.14 -3.05
H -1.08 -4.92 -2.92
C -1.66 -2.91 -2.39
H -0.81 -2.76 -1.72
Mn 1.23 0.38 3.44
C 2.24 -0.05 1.74
C 2.36 -0.14 0.41
H 3.12 -0.39 2.35
C 1.22 -0.09 -0.65
O 1.49 -1.19 -1.54
H 0.87 -1.20 -2.30
C -0.17 -0.14 -0.23
H 1.34 0.88 -1.18
C -1.43 -0.17 -0.49
Cl 2.84 0.76 4.97
Cl -0.96 0.74 3.91
P 1.26 2.72 2.98
C 1.14 3.63 4.55
H 2.00 3.35 5.17
H 0.23 3.32 5.06
H 1.14 4.71 4.39
C 2.76 3.36 2.16
H 2.83 2.94 1.14
H 3.65 3.04 2.74
H 2.73 4.46 2.11
C -0.11 3.34 1.95
H -1.05 3.13 2.47
H -0.11 2.81 1.00
H 0.00 4.42 1.78
P 4.07 -0.42 -0.21
C 5.37 -0.01 0.97
C 4.30 0.64 -1.65
H 5.27 -0.60 1.89
H 5.35 1.05 1.24
H 6.36 -0.23 0.54
H 3.45 0.51 -2.33
H 5.23 0.39 -2.17
H 4.34 1.69 -1.32
C 4.28 -2.15 -0.66
H 4.42 -2.75 0.25
H 5.15 -2.28 -1.31
H 3.37 -2.48 -1.17
H -2.16 -0.18 0.35
C -0.59 -3.33 6.42
N 0.68 -2.67 6.08
C 1.68 -2.47 7.15
C 0.84 -2.11 4.93
N 1.01 -1.55 3.90
H -0.49 -3.71 7.44
H -0.78 -4.16 5.73
H -1.44 -2.63 6.38
H 2.62 -2.96 6.87
H 1.87 -1.40 7.31
H 1.28 -2.93 8.05
```

(3)
ORCA calculation (the ωB97M-V functional and the def2-TZVPD basis) on a structure of composition C32H43CoN3O.

Calculated values
- HOMO (spin up / spin down): -2.0 / -3.4 eV
- Orbital gap (spin up / spin down): 4.72 / 6.18 eV
- ⟨S²⟩: 6.0448
- LUMO level (spin up / spin down): 0.102 / 0.101 Ha
- Charge: -1
- Energy relative to the best compared isomer or geometry (same formula, charge and spin): 5.565 eV
- Spin multiplicity: 5

XYZ file:
```
80
C32H43CoN3O the ωB97M-V functional and the def2-TZVPD basis
Co 0.36 -0.27 -0.24
N 0.58 -2.75 3.06
N -1.27 -2.45 -2.19
C 0.82 1.70 -0.77
C 1.99 0.93 -0.39
C 1.82 0.54 0.98
C 2.78 -0.27 1.79
H 3.52 -0.77 1.16
H 2.17 -1.18 2.29
H 3.25 0.30 2.60
C 0.52 0.99 1.43
C 0.01 0.79 2.81
H 0.59 1.40 3.51
H 0.11 -0.26 3.12
H -1.05 1.04 2.89
C -0.09 1.72 0.36
C -1.25 2.62 0.52
H -1.99 2.19 1.21
H -1.77 2.81 -0.43
H -0.94 3.59 0.94
C 3.25 0.79 -1.16
H 3.97 1.60 -0.91
H 3.07 0.82 -2.24
H 3.74 -0.16 -0.92
C 0.76 2.63 -1.92
H -0.28 2.79 -2.25
H 1.31 2.25 -2.78
H 1.18 3.62 -1.67
C 0.00 -3.59 3.82
H 0.48 -3.66 4.80
C -1.15 -4.31 3.46
H -1.60 -4.95 4.19
C -1.65 -4.06 2.15
H -2.61 -4.59 1.92
C -0.98 -3.17 1.29
H -1.38 -3.03 0.28
C 0.19 -2.52 1.81
C 1.31 -1.64 1.31
H 1.76 -2.18 0.51
C -0.54 -1.34 -1.90
C -0.30 -3.13 -2.87
H 0.18 -4.12 -2.71
C 0.17 -2.16 -3.82
H 0.25 -2.32 -4.91
N -0.07 -0.92 -3.19
C -0.29 0.27 -3.90
C 0.63 0.53 -4.97
C 0.39 1.55 -5.90
H 1.15 1.72 -6.70
C -0.75 2.34 -5.85
C -0.97 3.48 -6.82
H -1.51 4.29 -6.33
H -1.55 3.17 -7.70
H 0.00 3.85 -7.17
C -1.72 2.06 -4.86
H -2.65 2.65 -4.83
C -1.50 1.02 -3.92
C -2.60 0.70 -2.96
H -2.97 -0.33 -3.07
H -3.46 1.38 -3.08
H -2.23 0.82 -1.92
C 1.86 -0.30 -5.09
H 1.66 -1.32 -5.44
H 2.42 -0.38 -4.15
H 2.52 0.16 -5.84
C -2.76 -1.14 4.10
C -3.57 -1.14 2.83
O -2.85 -0.43 1.83
C -3.51 -0.37 0.57
C -4.88 0.27 0.60
H -3.19 -1.84 4.82
H -1.72 -1.44 3.91
H -2.75 -0.14 4.56
H -3.78 -2.17 2.50
H -4.54 -0.63 3.01
H -2.83 0.23 -0.06
H -3.56 -1.38 0.13
H -5.63 -0.43 0.97
H -4.90 1.17 1.23
H -5.17 0.57 -0.41
```

(4)
ORCA calculation (the ωB97M-V functional and the def2-TZVPD basis) on a structure of composition C32H43LaN7O2SSb.

Calculated values
- HOMO: -12.3 eV
- Orbital gap: 7.00 eV
- LUMO level: -0.195 Ha
- Charge: +2
- Energy relative to the best compared isomer or geometry (same formula, charge and spin): 0.000 eV
- Spin multiplicity: 1

XYZ file:
```
87
C32H43LaN7O2SSb the ωB97M-V functional and the def2-TZVPD basis
La 0.47 0.89 1.01
C -1.86 -4.42 0.69
C -1.55 -4.92 2.11
C -2.77 -5.90 2.54
C -0.20 -5.67 2.02
C -1.35 -3.75 3.05
C -1.59 -3.94 4.44
C -1.35 -3.00 5.40
C -0.71 -1.79 4.96
S -0.09 -0.39 5.79
C 0.39 0.35 4.33
N 0.01 -0.31 3.26
C -0.65 -1.52 3.60
C -0.97 -2.49 2.64
C 1.02 1.68 4.31
C 1.15 2.43 5.52
C 1.72 3.67 5.44
C 2.16 4.16 4.24
C 2.05 3.43 3.06
C 1.49 2.13 3.06
H -1.88 -5.24 -0.05
H -1.05 -3.82 0.24
H -2.79 -3.80 0.65
H -2.90 -6.67 1.76
H -3.63 -5.31 2.62
H -2.59 -6.42 3.51
H -0.31 -6.47 1.29
H 0.04 -6.04 2.99
H 0.61 -5.03 1.57
H -1.96 -4.85 4.82
H -1.50 -3.25 6.45
H -0.84 -2.27 1.58
H 0.88 1.93 6.41
H 1.81 4.26 6.36
H 2.51 5.15 4.18
H 2.44 3.91 2.16
N -2.00 -2.35 -2.08
C -0.82 -1.58 -2.49
C 0.18 -2.48 -3.18
C 1.49 -1.78 -3.49
C 1.29 -0.51 -4.29
N 0.59 -0.77 -5.57
C -0.04 0.08 -6.34
N 0.14 1.39 -6.29
N -0.99 -0.43 -7.21
C -0.29 -0.78 -1.26
O 0.06 -1.40 -0.23
O -0.20 0.48 -1.35
H -1.75 -3.14 -1.47
H -2.57 -2.61 -2.86
H -1.20 -0.75 -3.11
H -0.37 -2.71 -4.14
H 0.36 -3.39 -2.57
H 2.20 -2.47 -3.93
H 1.93 -1.46 -2.52
H 2.18 0.08 -4.48
H 0.71 0.19 -3.68
H 0.54 -1.75 -5.87
H 0.91 1.81 -5.82
H -0.58 1.93 -6.79
H -1.06 -1.40 -7.25
H -1.10 -0.02 -8.13
N 2.60 2.87 -4.66
C 3.02 2.95 -3.60
C 3.31 2.87 -2.20
C 4.59 3.11 -1.71
C 4.89 2.83 -0.39
C 3.91 2.24 0.41
N 2.73 1.94 -0.07
C 2.42 2.23 -1.38
H 5.42 3.48 -2.37
H 5.83 3.13 0.06
H 4.10 1.99 1.48
H 1.43 1.95 -1.74
C -2.65 3.77 -1.32
Sb -1.61 3.61 0.55
C -3.30 3.74 1.91
C -0.90 5.60 0.53
H -2.32 4.76 -1.68
H -3.70 3.78 -1.18
H -2.44 3.01 -2.12
H -3.95 4.63 1.64
H -2.90 3.81 2.91
H -3.87 2.82 1.73
H -1.67 6.16 -0.05
H 0.11 5.80 0.10
H -0.90 6.03 1.54
```

no.,largest force on an atom (eV/A)
1,3.39
2,2.85
3,7.59
4,2.79